# 1
The following is a DFT calculation (ωB97M-V with the def2-TZVPD basis set) of a 7-piece molecular cluster, H13O7 overall at a distorted geometry.

Each line ends with the Mulliken charge.
Cartesian coordinates (Å):
O1 5.90 23.59 -13.90  -1.17
H1 5.02 23.63 -14.33  -0.04
O2 4.86 21.09 -13.85  -0.69
H2 4.14 21.10 -13.22  0.27
H3 5.15 22.00 -13.90  0.48
O3 7.08 26.26 -13.88  -0.64
H4 6.78 25.45 -13.48  0.25
H5 7.51 25.98 -14.69  0.26
O4 3.77 25.35 -13.71  -0.65
H6 3.87 26.08 -13.09  0.31
H7 4.63 24.92 -13.71  0.55
O5 5.97 24.41 -16.63  -0.67
H8 5.72 24.05 -15.78  0.51
H9 6.73 24.96 -16.46  0.19
O6 6.62 23.94 -11.39  -0.68
H10 6.59 23.66 -12.30  0.40
H11 6.24 24.82 -11.40  0.29
O7 8.84 23.29 -15.10  -0.64
H12 8.14 23.40 -14.46  0.37
H13 8.66 23.95 -15.77  0.30

The max |F| is 1.61 eV Å⁻¹. As for the charge: -1. For the total energy, the calculation gives -534.5210 a.u. The value obtained for the frontier orbital gap is 9.407 eV.


# 2
The following is a DFT calculation (ωB97M-V with the def2-TZVPD basis set) of a 7-piece molecular cluster, H13O7 overall at a distorted geometry.

Each line ends with the Mulliken charge.
Cartesian coordinates (Å):
O1 -32.77 -42.99 14.24  -1.29
H1 -33.47 -42.56 13.93  0.39
O2 -31.06 -41.32 12.86  -0.69
H2 -31.45 -41.94 13.55  0.31
H3 -30.82 -42.09 12.26  0.33
O3 -30.85 -44.63 13.20  -0.69
H4 -31.61 -44.16 13.54  0.38
H5 -30.14 -43.99 13.27  0.31
O4 -34.34 -41.62 16.12  -0.69
H6 -35.13 -41.59 15.58  0.30
H7 -33.58 -42.07 15.53  0.29
O5 -31.17 -42.06 16.20  -0.67
H8 -31.27 -42.56 17.02  0.32
H9 -31.91 -42.53 15.60  0.36
O6 -34.08 -43.66 11.92  -0.71
H10 -33.23 -43.53 12.52  0.41
H11 -34.53 -44.51 12.22  0.32
O7 -34.15 -44.82 15.40  -0.67
H12 -33.72 -45.05 16.07  0.20
H13 -33.68 -44.08 14.90  0.48

The max |F| is 10.26 eV Å⁻¹. As for the charge: -1. For the total energy, the calculation gives -534.4951 a.u. The value obtained for the frontier orbital gap is 10.532 eV.


# 3
The following is a DFT calculation (ωB97M-V with the def2-TZVPD basis set) of a 8-piece molecular cluster, H14IO7 overall.

Each line ends with the Mulliken charge.
Cartesian coordinates (Å):
I1 -0.93 0.12 0.22  -0.99
O1 -1.73 -4.51 4.12  -0.65
H1 -1.09 -5.18 3.87  0.31
H2 -1.58 -3.79 3.51  0.34
O2 -6.07 2.66 0.19  -0.65
H3 -6.73 1.97 0.25  0.31
H4 -5.24 2.21 0.36  0.34
O3 2.13 -4.03 -2.76  -0.66
H5 2.43 -3.20 -3.12  0.32
H6 1.42 -3.80 -2.16  0.34
O4 0.47 0.41 -5.50  -0.66
H7 1.34 0.62 -5.17  0.32
H8 -0.09 0.41 -4.73  0.34
O5 4.03 0.50 -3.11  -0.63
H9 3.81 0.29 -2.20  0.33
H10 4.59 1.27 -3.06  0.30
O6 -0.70 0.02 6.42  -0.65
H11 -0.75 -0.31 5.52  0.33
H12 -1.33 -0.52 6.90  0.31
O7 2.31 5.03 -0.10  -0.66
H13 1.86 4.20 0.05  0.34
H14 1.85 5.65 0.47  0.31

The max |F| is 0.41 eV Å⁻¹. As for the charge: -1. For the total energy, the calculation gives -832.8510 a.u. The value obtained for the frontier orbital gap is 6.677 eV.


# 4
The following is a DFT calculation (ωB97M-V with the def2-TZVPD basis set) of a 8-piece molecular cluster, H14IO7 overall.

Each line ends with the Mulliken charge.
Cartesian coordinates (Å):
I1 -0.53 0.39 -0.21  -0.67
O1 2.36 1.86 -1.86  -0.61
H1 2.70 1.02 -2.19  0.30
H2 1.68 1.60 -1.21  0.26
O2 1.99 -2.18 -0.10  -0.59
H3 1.39 -1.42 0.01  0.26
H4 2.86 -1.80 -0.02  0.27
O3 -1.35 3.32 2.24  -0.61
H5 -1.50 4.13 1.75  0.28
H6 -1.29 2.64 1.55  0.26
O4 -1.03 -2.99 -1.17  -0.56
H7 -1.04 -2.05 -0.92  0.20
H8 -1.85 -3.11 -1.65  0.27
O5 -2.42 -2.08 1.90  -0.60
H9 -2.96 -1.68 2.59  0.29
H10 -2.25 -1.35 1.29  0.28
O6 0.00 0.36 -3.91  -0.61
H11 -0.32 0.91 -3.17  0.31
H12 0.80 -0.03 -3.56  0.30
O7 0.77 1.07 3.15  -0.59
H13 1.68 0.76 3.09  0.29
H14 0.33 0.64 2.40  0.29

The max |F| is 0.31 eV Å⁻¹. As for the charge: -1. For the total energy, the calculation gives -832.8907 a.u. The value obtained for the frontier orbital gap is 8.766 eV.


| no. | LUMO level (eV) |
| --- | --- |
| 1 | 3.4395 |
| 2 | 3.7618 |
| 3 | 2.6266 |
| 4 | 3.0698 |